[1]
Here is the molecule C3H7N3S2 from the Open Molecules 2025 dataset. Energies are from wB97M-V/def2-TZVPD.

Each line ends with the natural charge from an NBO analysis.
Cartesian coordinates (Å):
N -1.407 1.535 -1.208  -0.80
C -1.004 0.746 -0.147  0.50
N -1.791 0.866 0.972  -0.80
C 0.083 -0.101 -0.279  -0.52
C 0.694 -0.809 0.761  0.14
S 0.355 -0.828 2.432  -0.29
N 1.767 -1.622 0.404  -0.74
S 2.500 -1.717 -1.150  0.17
H -2.463 1.561 -1.247  0.39
H -1.008 1.295 -2.117  0.39
H -2.205 1.789 1.032  0.38
H -1.361 0.508 1.819  0.43
H 0.369 -0.279 -1.294  0.23
H 2.133 -2.262 1.091  0.42
H 3.338 -0.680 -1.068  0.10

The value obtained for the total energy is -1079.1522 hartree. The gap between HOMO and LUMO comes out at 8.55 eV. The value obtained for the LUMO energy is 0.5 eV. As for the SMILES: NC(N)=CC(=S)NS. The HOMO energy comes out at -8.03 eV.

[2]
Here is the molecule C3H7N3S2 from the Open Molecules 2025 dataset. Energies are from wB97M-V/def2-TZVPD.

Each line ends with the Mulliken spin population.
Cartesian coordinates (Å):
C -0.560 0.463 1.505  -0.03
C -0.285 -0.453 0.295  0.02
C -0.565 -0.693 -2.091  0.01
N 0.590 1.226 1.828  0.71
N 1.685 0.781 1.433  0.31
N -0.678 0.145 -0.916  0.00
S 3.124 1.402 1.694  0.91
S 1.551 -0.765 0.434  -0.01
H -1.380 1.145 1.274  0.03
H -0.841 -0.132 2.383  0.05
H -0.768 -1.426 0.397  0.00
H -1.232 -1.548 -1.974  0.00
H -0.873 -0.121 -2.962  0.00
H 0.456 -1.065 -2.245  0.00
H -0.224 1.041 -1.058  0.00

The value obtained for the total energy is -1078.9900 hartree. Its multiplicity is 3. The gap between HOMO and LUMO (spin up / spin down) comes out at 7.31 / 6.82 eV. The value obtained for the LUMO energy (spin up / spin down) is 0.6 / -2.2 eV. The HOMO energy (spin up / spin down) comes out at -6.68 / -9.06 eV.

[3]
Here is an isolated ion of composition C3H7N4 and charge +1 from the Open Molecules 2025 dataset. Energies are from wB97M-V/def2-TZVPD.

Each line ends with the natural charge from an NBO analysis.
Cartesian coordinates (Å):
C 0.336 -1.218 -0.119  -0.26
C 1.663 -1.034 0.180  -0.02
C -0.404 0.102 -0.249  0.27
N 2.145 0.289 0.166  -0.13
N 1.354 1.150 -0.097  -0.05
N -1.226 0.366 -1.366  -0.83
N -0.911 0.670 1.001  -0.72
H -0.234 -2.109 0.022  0.26
H 2.492 -1.690 0.334  0.25
H -1.047 -0.299 -2.107  0.42
H -1.120 1.440 -1.651  0.42
H -0.416 0.202 1.862  0.47
H -1.863 0.397 1.035  0.44
H -0.770 1.733 0.990  0.47

The value obtained for the total energy is -337.1517 hartree. The gap between HOMO and LUMO comes out at 7.81 eV. Its net charge is +1. The value obtained for the LUMO energy is -4.9 eV. The HOMO energy comes out at -12.67 eV.

[4]
Here is a 2-piece molecular cluster, C3H7N4 overall from the Open Molecules 2025 dataset. Energies are from wB97M-V/def2-TZVPD.

Each line ends with the natural charge from an NBO analysis.
Cartesian coordinates (Å):
C -0.541 -0.761 0.016  0.41
C 1.692 -0.076 -0.716  0.19
C -1.448 -0.837 1.230  -0.73
N 0.994 3.982 -0.908  0.08
N 1.011 2.918 -0.831  -0.07
N -0.920 -0.849 -1.190  -0.57
N 0.832 -0.208 0.148  -0.42
H 2.655 0.267 -0.465  0.23
H -1.597 0.112 1.757  0.26
H -0.956 -1.618 1.926  0.25
H -2.431 -1.346 1.157  0.29
H -1.789 -1.183 -1.511  0.40
H 1.475 -0.388 -1.714  0.25
H 1.022 -0.015 1.100  0.43

The value obtained for the total energy is -337.2618 hartree. The gap between HOMO and LUMO comes out at 9.62 eV. Its net charge is +1. The value obtained for the LUMO energy is -5.4 eV. The HOMO energy comes out at -15.06 eV.

What are the energy relative to the best compared isomer or geometry (same formula, charge and spin) values for these records? In order: 9.25, 8.65, 95.74, 26.65 kcal per mole.